# 1
Formula: C4H9NO2
Source: the Open Molecules 2025 dataset
Level of theory: the ωB97M-V functional and the def2-TZVPD basis

The multiplicity is 1. As for the net charge: -2. As for the SMILES: N[C@H](C[O-])CC[O-]. The calculation puts the max |F| at 2.863 eV/Å. The molecular weight comes out at 103.121 g/mol. The total energy is -362.88185 Ha. For the relative energy (zero: lowest compared OMol25 entry of this formula, charge and spin), the calculation gives 19.2 kcal per mole.

Geometry as XYZ:
```
16
Properties=species:S:1:pos:R:3:forces:R:3
N -1.133 -1.618 0.536 1.4960 -0.2868 -0.9107
C -0.499 -0.343 0.060 -1.4844 1.7785 -0.6967
C -0.582 -0.316 -1.497 -1.6822 -0.5691 -0.0585
O -1.802 -0.737 -2.035 0.2509 0.0296 0.6169
C 0.820 0.044 0.755 0.2616 -0.1479 -0.3630
C 1.173 1.583 0.747 -1.3517 0.0271 2.5236
O 1.947 2.025 1.811 0.4627 -0.5342 -1.0662
H -0.449 -2.247 0.072 -0.0719 -0.3381 0.8580
H -1.864 -1.799 -0.166 -0.3495 0.7822 0.0626
H -1.159 0.546 0.323 0.2098 -1.1901 0.1434
H 0.157 -1.095 -1.811 0.8535 0.8323 -0.3658
H -0.485 0.766 -1.770 1.1994 -0.5821 -0.2061
H 0.543 -0.215 1.767 0.5543 0.1592 0.7473
H 1.746 -0.523 0.508 -0.5816 -0.1368 -0.2136
H 0.150 1.983 0.954 -0.1990 0.3173 -0.6441
H 1.438 1.945 -0.252 0.4322 -0.1410 -0.4272
```
Positions in Å, forces in eV/Å.

Results of the natural (NBO) charge analysis, in e, for atoms 1 through 5:
1. N -0.877
2. C -0.083
3. C -0.072
4. O -1.028
5. C -0.449

***

# 2
Formula: C4H9NO2
Source: the Open Molecules 2025 dataset
Level of theory: the ωB97M-V functional and the def2-TZVPD basis

The multiplicity is 1. As for the SMILES: C[C@@H](O)CNC=O. The calculation puts the max |F| at 4.665 eV/Å. The molecular weight comes out at 103.121 g/mol. The total energy is -363.00221 Ha. For the relative energy (zero: lowest compared OMol25 entry of this formula, charge and spin), the calculation gives 52.3 kcal per mole.

Geometry as XYZ:
```
16
Properties=species:S:1:pos:R:3:forces:R:3
C -1.353 1.551 0.305 -2.0317 -1.4054 0.4925
C -0.193 0.678 0.693 0.1927 -0.6582 0.2776
O -0.645 -0.546 1.385 0.9997 1.6868 -0.4458
C 0.720 0.337 -0.561 1.8077 0.8212 4.2214
N 1.425 -0.873 -0.265 1.3133 -1.6986 1.0000
C 1.057 -1.987 -0.932 -1.1173 -2.0640 -0.9165
O 0.625 -2.084 -2.103 0.9111 0.5664 3.0361
H -2.164 0.926 -0.153 0.7822 0.4652 -0.2095
H -1.133 2.376 -0.301 0.7367 0.8989 -1.4324
H -1.903 2.030 1.107 0.3009 -0.2273 0.8429
H 0.409 1.207 1.398 0.4286 0.1075 0.8464
H -1.380 -0.913 0.902 -0.4371 -0.1496 -0.3780
H -0.037 0.192 -1.224 -1.0449 -0.5474 -3.1338
H 1.541 1.050 -0.734 -1.2707 0.6890 -0.4343
H 1.975 -1.081 0.658 -2.0194 1.0447 -2.2925
H 1.056 -2.863 -0.177 0.4482 0.4709 -1.4740
```
Positions in Å, forces in eV/Å.

Results of the natural (NBO) charge analysis, in e, for atoms 1 through 5:
1. C -0.646
2. C 0.092
3. O -0.721
4. C -0.249
5. N -0.621

***

# 3
Formula: C4H9NO2
Source: the Open Molecules 2025 dataset
Level of theory: the ωB97M-V functional and the def2-TZVPD basis

The multiplicity is 1. The calculation puts the max |F| at 5.702 eV/Å. The molecular weight comes out at 103.121 g/mol. The total energy is -362.70607 Ha. For the relative energy (zero: lowest compared OMol25 entry of this formula, charge and spin), the calculation gives 238.1 kcal per mole.

Geometry as XYZ:
```
16
Properties=species:S:1:pos:R:3:forces:R:3
C 2.044 -0.248 0.256 3.1770 1.8647 3.7461
N 1.553 -0.322 -1.002 -3.1660 -1.3534 0.4026
C 0.372 -1.221 -1.033 3.9515 -0.2808 -0.2810
C -0.482 1.309 1.162 0.1574 0.6035 -1.6383
C -0.792 1.623 -0.138 0.5233 -1.5569 1.6507
O -2.135 -0.578 0.092 2.2650 0.9531 -0.8911
O 2.234 0.773 1.033 -0.6917 -4.2482 -3.7400
H 2.554 -1.292 0.595 -1.2724 1.8214 -0.5157
H 0.348 -1.728 -2.016 -0.3056 0.4887 0.3525
H 0.348 -1.961 -0.206 -0.1913 0.7017 -0.4042
H -0.533 -0.563 -0.967 -1.4917 0.4384 0.6480
H 0.521 1.315 1.584 -0.4776 0.2843 -0.3415
H -1.240 0.858 1.743 -0.8798 0.2946 0.7820
H -1.840 1.560 -0.426 0.0973 0.3173 -0.1678
H -0.029 1.533 -0.923 -0.0826 0.8087 0.2328
H -2.922 -1.058 0.247 -1.6128 -1.1371 0.1649
```
Positions in Å, forces in eV/Å.

Results of the natural (NBO) charge analysis, in e, for atoms 1 through 5:
1. C 0.457
2. N -0.235
3. C -0.475
4. C -0.286
5. C -0.347

***

Which value of molecular weight does entry 3 give? 103.121 g/mol

***

The highest max |F| belongs to which entry? number 3